Below is a structure of composition C40H42BrN6O4SSeW, with properties calculated with ωB97M-V with the def2-TZVPD basis set.

```
96
Properties=species:S:1:pos:R:3
W -1.097 0.129 1.430
O 0.118 0.598 5.460
C -0.033 0.212 4.324
N -0.616 0.884 3.288
C -1.137 2.186 3.447
C -1.615 2.763 4.619
C -2.207 4.014 4.547
C -2.322 4.680 3.332
C -1.832 4.105 2.171
C -1.232 2.858 2.233
N -0.711 2.152 1.092
C 0.293 2.900 0.449
O 0.740 3.914 0.937
C 0.819 2.485 -0.894
C 2.106 2.910 -1.209
C 2.606 2.630 -2.464
C 1.797 1.947 -3.361
C 0.517 1.604 -2.963
N 0.022 1.855 -1.750
C 0.458 -1.115 3.861
C 1.227 -1.932 4.662
C 1.731 -3.099 4.115
C 1.445 -3.390 2.789
C 0.656 -2.524 2.060
N 0.158 -1.402 2.595
H -1.532 2.244 5.560
H -2.584 4.474 5.450
H -2.782 5.658 3.294
H -1.880 4.637 1.230
H 2.676 3.457 -0.471
H 3.605 2.939 -2.741
H 2.142 1.692 -4.355
H -0.150 1.105 -3.657
H 1.423 -1.620 5.678
H 2.344 -3.766 4.705
H 1.826 -4.282 2.313
H 0.423 -2.722 1.023
C 6.013 -1.865 -1.872
C 5.002 -1.105 -2.743
C 5.526 0.311 -3.013
C 4.871 -1.834 -4.080
C 3.671 -1.027 -2.002
C 3.598 -0.387 -0.769
C 2.395 -0.287 -0.108
Br 2.423 0.634 1.554
C 1.195 -0.814 -0.621
O 0.042 -0.667 0.069
C 1.266 -1.540 -1.822
C 2.500 -1.585 -2.480
C 0.134 -2.333 -2.504
C -1.140 -2.460 -1.679
C 0.619 -3.773 -2.768
C -0.237 -1.671 -3.838
H 6.973 -1.935 -2.387
H 5.662 -2.877 -1.663
H 6.184 -1.362 -0.918
H 6.494 0.262 -3.514
H 5.657 0.877 -2.089
H 4.838 0.863 -3.659
H 5.842 -1.857 -4.577
H 4.170 -1.330 -4.749
H 4.545 -2.867 -3.949
H 4.475 0.062 -0.322
H 2.530 -2.092 -3.432
H -0.950 -3.026 -0.765
H -1.876 -3.030 -2.251
H -1.567 -1.495 -1.421
H 0.925 -4.252 -1.835
H 1.456 -3.825 -3.460
H -0.198 -4.357 -3.196
H -0.716 -0.706 -3.667
H -0.942 -2.306 -4.380
H 0.632 -1.511 -4.478
Se -2.377 -2.268 1.316
N -2.768 0.399 2.034
C -3.953 0.244 2.571
C -4.682 1.343 3.102
C -5.895 1.118 3.676
C -6.465 -0.188 3.754
C -5.800 -1.252 3.246
C -4.516 -1.082 2.624
N -3.935 -2.155 2.122
H -4.234 2.328 3.055
H -6.446 1.950 4.095
H -7.430 -0.313 4.224
H -6.196 -2.257 3.281
C -2.992 2.699 -1.502
S -3.451 1.191 -0.673
C -4.228 0.348 -2.036
O -2.170 0.368 -0.491
H -2.393 2.470 -2.379
H -2.411 3.294 -0.802
H -3.921 3.211 -1.755
H -5.102 0.920 -2.347
H -4.532 -0.635 -1.681
H -3.508 0.255 -2.848
```

Values from the calculation:
total energy = -207338.1002 eV
E_LUMO (spin up / spin down) = -4.58 / -4.58 eV
energy above the lowest of the compared OMol25 structures with the same formula, charge and spin = 130.6 kJ/mol
total charge = +1
multiplicity = 1
Kohn-Sham gap (spin up / spin down) = 5.9402 / 5.9413 eV

Results of the Löwdin charge analysis, in e, for atoms 1 through 2: W 1.72; O 0.12